# 1
C11H13CuF4IN2 | ωB97M-V/def2-TZVPD

```
32
Properties=species:S:1:pos:R:3:forces:R:3
Cu -0.084596 -0.056668 0.172052 -0.2 0.0 0.2
C -2.252531 1.706941 -1.062247 0.1 0.0 0.0
N -0.804965 1.467374 -1.069840 0.1 -0.1 -0.1
C -0.340471 1.235824 -2.448394 -0.1 0.0 0.1
C -0.074448 2.592895 -0.447437 0.0 0.0 -0.1
C 1.418037 2.281025 -0.300941 0.0 -0.1 0.0
N 1.570971 0.861961 -0.005433 -0.1 0.2 0.0
C 2.761278 0.244119 -0.220470 -0.3 0.0 0.1
C 2.769718 -1.157257 -0.304674 0.0 0.0 0.1
F 1.570594 -1.795044 -0.172116 0.0 0.0 0.0
C 3.906127 -1.898033 -0.499016 0.0 -0.1 0.0
F 3.801015 -3.232242 -0.575564 0.0 0.0 0.0
C 5.139326 -1.289860 -0.631024 0.1 -0.1 -0.1
C 5.162158 0.086289 -0.549856 0.0 0.0 0.0
F 6.329151 0.736061 -0.658687 0.1 0.0 0.0
C 4.023942 0.838153 -0.339113 0.0 0.1 -0.1
F 4.157558 2.173562 -0.206855 0.0 0.1 0.0
H -2.495412 2.594515 -1.657411 0.0 0.0 0.0
H -2.596947 1.852897 -0.040751 0.0 0.0 0.0
H -2.767373 0.846224 -1.487493 0.0 0.0 0.0
H -0.598939 2.090168 -3.084738 0.0 0.0 0.0
H -0.821520 0.344000 -2.847960 0.0 0.0 0.0
H 0.736381 1.088679 -2.462537 0.0 0.0 0.0
H -0.528428 2.765154 0.530122 0.0 -0.1 0.0
H -0.213107 3.500623 -1.046218 0.0 0.1 0.0
H 1.805413 2.915650 0.497872 0.1 0.1 0.0
H 1.956323 2.564794 -1.211029 0.0 0.0 0.0
H 6.039933 -1.864679 -0.791354 0.0 0.0 0.0
I -2.372101 0.371828 2.504446 0.1 0.0 0.0
C -1.647556 -0.925786 0.948023 0.2 0.0 -0.2
H -2.503987 -1.102499 0.304554 0.0 0.0 0.0
H -1.383555 -1.849761 1.459042 0.0 0.0 0.0
```
Forces are in eV/Å.

molecular weight = 439.7 g mol⁻¹
expectation value of S² = 0.75
2S+1 = 2
total energy = -78206.425 eV

How positive or negative is each atom? The Löwdin charges in e answer that:
1 Cu 0.5400
2 C -0.0945
3 N -0.3305
4 C -0.0563
5 C -0.1759
6 C -0.2171
7 N -0.0813
8 C -0.1811
9 C -0.1417
10 F 0.0460
11 C -0.2266
12 F 0.0939
13 C 0.0572
14 C -0.2226
15 F 0.0931
16 C -0.1454
17 F 0.0797
18 H 0.0969
19 H 0.0253
20 H 0.0936
21 H 0.0994
22 H 0.0965
23 H 0.0860
24 H 0.1128
25 H 0.1293
26 H 0.1196
27 H 0.1159
28 H 0.1340
29 I 0.6746
30 C -0.7267
31 H -0.0480
32 H -0.0462

# 2
C11H13FO2S | ωB97M-V/def2-TZVPD

```
28
Properties=species:S:1:pos:R:3:forces:R:3
C 3.439230 0.271922 -2.657027 0.7 3.4 1.0
C 2.701474 -0.918762 -2.732788 -2.8 0.9 0.9
C 2.913413 1.476231 -2.254797 0.6 -2.7 -1.0
C 1.400614 -0.958287 -2.388042 1.4 1.1 -1.2
C 1.245286 1.548636 -0.414154 -3.3 -4.7 0.5
C 0.502465 0.167678 -0.452789 3.4 7.7 1.0
C 1.459463 1.584709 -1.939323 -0.4 1.3 0.8
C 0.627756 0.231692 -1.973378 2.0 -0.6 1.5
C -1.072167 -0.307223 3.387575 -0.8 -0.3 2.5
C -2.318790 0.373434 1.331684 2.2 -1.9 -1.3
C -0.903970 0.255822 2.028563 -2.2 1.4 -0.5
O -0.649002 -1.988269 0.582397 0.1 1.9 -0.2
O 1.322905 -1.074976 1.640925 -0.1 0.9 0.1
F 1.515765 2.434356 0.583618 -0.2 -1.4 -1.7
S 0.085551 -0.766898 0.957842 1.2 -3.8 0.3
H 4.497352 0.244613 -2.894562 0.0 0.0 -0.1
H 3.150209 -1.716340 -3.176053 1.2 -2.4 -0.8
H 3.510759 2.367914 -2.269847 0.1 0.3 0.2
H 0.836178 -1.814307 -2.536724 -0.9 -1.7 -0.2
H 1.130610 2.516137 -2.510370 -0.5 -1.3 0.9
H -0.325062 0.259398 -2.374999 -1.8 0.3 -1.4
H -1.602215 -1.236309 3.367022 -0.4 -0.9 -0.5
H -0.178503 -0.550969 3.916653 1.0 0.1 0.1
H -1.718096 0.237280 4.171235 1.0 0.1 -1.7
H -2.198862 -0.620162 0.734977 -1.5 2.0 0.2
H -2.288246 1.294464 0.740967 -0.5 -0.5 -0.2
H -3.210890 0.263876 1.935308 0.2 0.3 0.5
H -0.395915 1.207607 1.997721 0.3 0.4 0.3
```
Forces are in eV/Å.

relative energy (zero: lowest compared OMol25 entry of this formula, charge and spin) = 259.4 kJ/mol
molecular weight = 228.3 g mol⁻¹
total energy = -29259.945 eV

How positive or negative is each atom? The Löwdin charges in e answer that:
1 C -0.0776
2 C -0.0765
3 C -0.0401
4 C -0.0183
5 C -0.0585
6 C -0.1025
7 C -0.1684
8 C -0.2132
9 C -0.1099
10 C -0.0660
11 C -0.4702
12 O -0.3327
13 O -0.3003
14 F 0.0748
15 S 0.6788
16 H 0.1058
17 H 0.0775
18 H 0.1031
19 H 0.0994
20 H 0.1678
21 H 0.1221
22 H 0.0773
23 H 0.0674
24 H 0.1233
25 H 0.0842
26 H 0.0737
27 H 0.0725
28 H 0.1065

# 3
C11H13GaN5S3 | ωB97M-V/def2-TZVPD

```
33
Properties=species:S:1:pos:R:3:forces:R:3
Ga -0.394138 -0.941984 -0.138610 -0.3 -0.1 0.1
S 1.833248 -0.263432 2.020528 0.0 0.0 0.1
C 2.699258 -0.496603 0.712477 -0.2 0.1 0.1
S 2.626662 -0.984285 -0.915258 0.4 -0.1 -0.1
C 4.058345 -0.354638 0.123995 0.0 0.0 -0.4
C 4.479299 0.991297 -0.219403 0.0 -0.2 0.2
N 4.714263 2.078900 -0.498210 0.0 0.1 0.0
C 5.083366 -1.323486 0.436841 -0.1 0.2 0.1
N 5.895873 -2.091599 0.688351 0.1 -0.1 0.0
S -0.352954 -5.362599 1.149773 0.1 0.2 -0.1
C -0.133217 -3.866880 0.692754 -0.1 -0.3 0.1
N 0.041221 -2.734463 0.356691 0.0 0.0 0.0
C 1.461614 4.418886 -0.662575 0.0 -0.1 0.0
C 1.473047 2.897261 -0.372201 -0.1 0.0 0.0
N 0.123856 2.347521 -0.440249 0.1 0.3 0.0
C -0.731338 2.999434 0.542198 0.0 0.0 -0.1
C -0.826513 4.520000 0.256845 0.0 0.0 0.0
N 0.032957 4.800655 -0.945510 0.0 0.0 0.0
C -0.480557 4.038733 -2.136741 0.0 0.0 0.0
C -0.419950 2.532133 -1.778214 0.0 0.0 0.1
H 2.053646 4.685523 -1.535713 0.0 0.0 0.0
H 1.798248 5.015207 0.183043 0.0 0.0 0.0
H 1.884356 2.706710 0.617996 0.0 0.0 0.0
H 2.096139 2.385092 -1.101654 0.0 0.0 0.0
H -0.320926 2.824082 1.535510 0.0 0.0 0.0
H -1.720162 2.544905 0.500123 0.0 0.0 0.0
H -0.450041 5.131410 1.074628 0.0 0.0 0.0
H -1.837733 4.843300 0.017332 0.0 0.0 0.0
H 0.000624 5.797520 -1.150448 0.0 0.0 0.0
H 0.148115 4.301884 -2.985191 0.0 0.0 0.0
H -1.493485 4.384952 -2.333295 0.0 0.0 0.0
H 0.206349 1.995856 -2.489511 0.0 0.0 0.0
H -1.416205 2.093292 -1.811369 0.0 0.0 0.0
```
Forces are in eV/Å.

total charge = +1
molecular weight = 381.2 g mol⁻¹
total energy = -103940.803 eV

How positive or negative is each atom? The Löwdin charges in e answer that:
1 Ga 0.5638
2 S 0.7570
3 C -1.1538
4 S 0.9436
5 C -0.5983
6 C -0.1925
7 N 0.2067
8 C -0.1826
9 N 0.2250
10 S 0.6808
11 C -0.9586
12 N -0.1533
13 C -0.0443
14 C -0.1552
15 N -0.1988
16 C -0.1390
17 C -0.0489
18 N -0.0907
19 C -0.0486
20 C -0.1564
21 H 0.1383
22 H 0.1380
23 H 0.1163
24 H 0.1048
25 H 0.1305
26 H 0.1284
27 H 0.1366
28 H 0.1361
29 H 0.1905
30 H 0.1369
31 H 0.1361
32 H 0.1292
33 H 0.1221

# 4
C11H13N | ωB97M-V/def2-TZVPD

```
25
Properties=species:S:1:pos:R:3:forces:R:3
C 4.918235 -1.547827 0.042560 -2.1 1.6 -2.0
C 3.661691 -0.658935 -0.039144 3.8 -2.0 2.1
C 2.806013 0.421327 0.294426 0.8 -4.3 -2.5
C 1.179532 0.650940 0.420443 4.9 1.7 2.0
C -0.733761 1.807021 -0.339792 2.1 6.7 3.5
C -1.706938 0.763798 -0.091943 0.6 -4.8 -2.3
C -2.218033 0.319709 1.209388 -2.4 3.1 -0.6
C -2.959756 -0.916906 1.268861 -1.5 1.4 -1.3
C -3.108347 -1.563019 -0.045349 -2.5 -2.9 7.2
C -2.554044 -1.237173 -1.179022 0.4 0.4 -5.1
C -1.716741 -0.154900 -1.363144 -1.3 2.8 4.8
H 5.697036 -2.188176 -0.828152 -3.5 2.5 1.6
H 5.552519 -1.879301 0.917639 -1.9 1.1 0.0
H 3.443171 1.242604 0.090382 0.0 1.6 0.2
H 0.711260 -0.293065 0.568120 -0.6 -0.7 -0.1
H 1.311496 1.199864 1.442662 -1.3 -0.7 -1.6
H 0.908061 1.046332 -1.454700 -0.5 0.2 -0.7
H -0.459539 2.359764 0.743569 -1.6 -1.1 -2.2
H -0.981758 2.787036 -0.922435 -0.3 -2.2 0.5
H -2.557065 1.454409 2.046003 1.6 -4.0 -2.3
H -3.775137 -1.139512 2.136868 2.6 0.3 -2.1
H -3.742392 -2.532961 -0.055120 0.9 1.9 0.2
H -3.077598 -1.804134 -1.983646 1.4 0.4 -0.1
H -1.279950 0.293312 -2.258899 -0.3 -0.6 0.2
N 0.682050 1.569804 -0.619587 0.7 -2.3 0.7
```
Forces are in eV/Å.

relative energy (zero: lowest compared OMol25 entry of this formula, charge and spin) = 1026.7 kJ/mol
molecular weight = 159.2 g mol⁻¹
total energy = -13097.503 eV

How positive or negative is each atom? The Löwdin charges in e answer that:
1 C -0.0759
2 C -0.0402
3 C -0.0895
4 C -0.2125
5 C -0.2963
6 C -0.2210
7 C -0.0767
8 C -0.0843
9 C -0.1617
10 C -0.1859
11 C 0.0285
12 H 0.1083
13 H 0.0051
14 H 0.0627
15 H 0.0880
16 H 0.1361
17 H 0.0959
18 H 0.1522
19 H 0.1437
20 H 0.2139
21 H 0.1423
22 H 0.1285
23 H 0.1219
24 H 0.1066
25 N -0.0899

# 5
C11H13N3O | ωB97M-V/def2-TZVPD

```
28
Properties=species:S:1:pos:R:3:forces:R:3
N 0.357024 0.127601 4.326771 -0.1 0.2 -2.5
O -3.705931 -1.373871 0.937848 -2.0 -0.6 0.4
C 0.324214 0.210540 3.157414 -0.2 -0.3 1.9
C -2.662417 -1.025282 0.475998 0.0 -1.3 -0.6
C 0.359273 0.296216 1.730760 2.4 0.5 0.3
C -0.622040 0.152129 0.822932 -0.4 0.1 -0.5
C 1.589056 0.603869 0.996535 -1.2 -0.1 -0.8
C 1.250712 0.613604 -0.347184 1.0 0.3 0.8
N -1.949358 -0.107416 1.156684 1.3 0.8 -1.0
N -0.124328 0.340858 -0.456646 -0.4 -0.3 0.5
C 2.883550 0.856060 1.680898 0.3 -0.6 0.1
C 2.184185 0.901628 -1.523612 -0.7 0.1 0.0
C -2.091786 -1.750361 -0.737448 0.3 0.6 -1.5
C -0.986409 0.390800 -1.657148 -0.1 0.5 1.1
C -1.696070 -0.904798 -1.991564 -0.3 -0.1 0.4
H -2.208070 -0.029836 2.130239 0.0 0.3 0.0
H 2.711978 1.519992 2.521626 0.1 0.0 0.3
H 3.310709 -0.095651 2.065215 -0.2 0.6 -0.1
H 3.633420 1.333875 1.057463 0.0 -0.1 -0.2
H 3.133242 1.382635 -1.198710 -0.7 -0.6 0.0
H 2.372956 -0.010259 -2.116372 0.2 0.3 0.3
H 1.722257 1.615341 -2.222377 0.0 -0.1 0.2
H -1.214875 -2.345241 -0.465463 -0.1 0.1 0.3
H -2.854627 -2.422814 -1.117374 -0.1 -0.2 0.5
H -0.379194 0.648892 -2.494504 0.6 0.5 -0.4
H -1.711458 1.204329 -1.493568 0.2 -0.2 -0.1
H -2.581951 -0.638890 -2.597234 0.3 -0.2 0.4
H -1.044063 -1.493951 -2.641180 -0.1 -0.2 0.2
```
Forces are in eV/Å.

relative energy (zero: lowest compared OMol25 entry of this formula, charge and spin) = 0.0 kJ/mol
molecular weight = 203.2 g mol⁻¹
total energy = -18135.797 eV

How positive or negative is each atom? The Löwdin charges in e answer that:
1 N 0.1440
2 O 0.0936
3 C -0.1741
4 C -0.4885
5 C -0.1416
6 C -0.2162
7 C -0.1860
8 C -0.1939
9 N 0.1821
10 N 0.0287
11 C -0.0432
12 C -0.0201
13 C -0.0681
14 C -0.1200
15 C -0.1556
16 H 0.1638
17 H 0.0787
18 H 0.0996
19 H 0.0663
20 H 0.0822
21 H 0.0823
22 H 0.0698
23 H 0.1285
24 H 0.1154
25 H 0.1029
26 H 0.1376
27 H 0.1216
28 H 0.1105

# 6
C11H13N4O4 | ωB97M-V/def2-TZVPD

```
32
Properties=species:S:1:pos:R:3:forces:R:3
C -0.592926 3.209109 2.558821 -0.2 -0.5 -0.2
C 0.447475 2.597798 1.638798 0.4 0.0 0.2
O 0.780910 3.472998 0.581479 -0.2 0.0 0.0
C -0.089153 1.256397 1.089111 -0.5 0.3 0.2
O 0.183521 1.160615 -0.345888 0.1 -0.3 0.0
C -0.617862 0.363048 -0.992813 -0.1 0.1 -0.1
N -1.684353 0.767863 -1.685699 0.4 0.0 0.0
O -2.081212 2.027771 -1.826299 -0.4 -0.2 0.8
N -2.216134 2.308978 -3.452966 -0.1 -0.2 -0.8
O -3.235618 2.704956 -3.655350 0.2 0.2 0.1
N -2.366595 -0.257106 -2.235190 0.3 -0.2 0.2
C -1.689506 -1.310590 -1.871469 -0.3 0.3 -0.3
N -0.594232 -0.988329 -1.113011 -0.1 0.1 0.1
C 0.382768 -1.917243 -0.591502 0.1 0.0 0.1
C 0.122982 -3.273362 -0.688198 -0.2 0.0 -0.1
C 1.057076 -4.178225 -0.222721 0.1 0.0 0.1
C 2.248019 -3.732833 0.331911 -0.1 -0.3 0.0
C 2.492948 -2.377674 0.434300 0.1 -0.1 0.0
C 1.562636 -1.461043 -0.022546 0.0 0.2 0.0
H -0.196911 4.066351 3.093614 0.0 0.1 0.0
H -0.925158 2.450188 3.271978 0.1 0.1 0.2
H -1.468258 3.484582 1.969117 0.0 0.2 0.0
H 1.339022 2.376220 2.231547 0.1 0.0 -0.1
H 1.709686 3.709788 0.637603 0.0 0.0 0.0
H -1.171137 1.208320 1.228553 -0.1 0.1 -0.2
H 0.343461 0.408069 1.618374 0.2 -0.1 -0.2
H -1.985128 -2.303669 -2.156277 0.2 0.0 0.0
H -0.793696 -3.637569 -1.126802 0.0 -0.1 0.0
H 0.858158 -5.237617 -0.291578 0.0 0.0 0.0
H 2.972443 -4.457473 0.674888 0.1 0.0 0.1
H 3.425668 -2.030691 0.856832 0.0 0.1 0.0
H 1.781106 -0.409624 0.061384 0.0 0.0 -0.1
```
Forces are in eV/Å.

total charge = +1
molecular weight = 265.2 g mol⁻¹
total energy = -25756.438 eV

How positive or negative is each atom? The Löwdin charges in e answer that:
1 C -0.0326
2 C -0.4052
3 O -0.0034
4 C -0.0591
5 O 0.0487
6 C -0.2536
7 N -0.1078
8 O -0.0312
9 N 0.1572
10 O 0.2253
11 N 0.1851
12 C -0.0433
13 N 0.1322
14 C -0.1532
15 C -0.0128
16 C -0.0470
17 C -0.0533
18 C -0.0473
19 C -0.0088
20 H 0.0908
21 H 0.0912
22 H 0.0940
23 H 0.1468
24 H 0.1058
25 H 0.1363
26 H 0.1280
27 H 0.1428
28 H 0.1069
29 H 0.1189
30 H 0.1175
31 H 0.1192
32 H 0.1118